C9H36F2NO13S2 | ωB97M-V/def2-TZVPD

The highest occupied orbital energy is -7.2 eV. As for the charge: -1. For the lowest unoccupied orbital energy, the calculation gives 2.3 eV. For the energy relative to the best compared isomer or geometry (same formula, charge and spin), the calculation gives 54.6 kcal/mol. For the HOMO-LUMO gap, the calculation gives 9.6 eV.

Element x y z (Å)
1 N 0.497 -0.388 -1.532
2 S -0.607 0.475 -0.976
3 O -0.967 1.680 -1.734
4 O -0.768 0.457 0.490
5 F -1.857 -0.455 -1.400
6 S 1.689 0.573 -0.698
7 O 1.837 0.398 0.740
8 O 2.040 1.901 -1.188
9 F 2.975 -0.284 -1.235
10 C 1.084 -4.385 0.927
11 O 0.678 -4.276 -0.435
12 H 0.347 -3.907 1.573
13 H 1.292 -5.422 1.189
14 H 1.987 -3.811 1.136
15 H 0.675 -3.348 -0.684
16 C 0.251 -0.539 -6.105
17 O 0.573 -1.684 -5.269
18 H -0.415 -0.769 -6.937
19 H -0.356 0.118 -5.482
20 H 1.115 0.028 -6.453
21 H 0.641 -1.413 -4.351
22 C -4.536 0.275 4.382
23 O -5.518 0.717 5.318
24 H -3.511 0.566 4.612
25 H -4.463 -0.810 4.307
26 H -4.755 0.651 3.383
27 H -6.398 0.561 4.968
28 C 7.807 0.678 -0.756
29 O 7.561 1.128 0.577
30 H 8.690 1.084 -1.251
31 H 7.860 -0.408 -0.833
32 H 6.968 0.853 -1.430
33 H 8.368 0.953 1.067
34 C 5.872 3.170 4.352
35 O 5.039 3.114 3.229
36 H 6.876 3.505 4.095
37 H 5.534 3.776 5.193
38 H 5.915 2.148 4.728
39 H 5.536 2.541 2.640
40 C 2.534 -1.743 5.208
41 O 3.574 -1.228 4.413
42 H 2.894 -2.202 6.128
43 H 1.946 -0.935 5.642
44 H 1.865 -2.374 4.623
45 H 3.156 -0.845 3.638
46 C -2.661 -5.636 -3.407
47 O -1.838 -6.401 -2.528
48 H -2.833 -4.615 -3.068
49 H -2.182 -5.568 -4.384
50 H -3.637 -6.086 -3.587
51 H -1.196 -5.820 -2.112
52 C -6.745 1.318 -0.528
53 O -7.116 2.624 -0.222
54 H -7.196 0.676 0.229
55 H -6.980 0.979 -1.537
56 H -5.664 1.219 -0.428
57 H -6.523 3.204 -0.705
58 C -4.671 5.961 -3.046
59 O -4.525 4.647 -2.452
60 H -5.731 6.213 -3.053
61 H -4.100 6.724 -2.517
62 H -4.341 5.977 -4.085
63 H -3.586 4.459 -2.376



C42H34BrN6O3SV | ωB97M-V/def2-TZVPD

The highest occupied orbital energy (alpha / beta) is -8.9 / -9.4 eV. As for the charge: +1. For the lowest unoccupied orbital energy (alpha / beta), the calculation gives -2.6 / -2.8 eV. As for the spin multiplicity: 4. For the energy relative to the best compared isomer or geometry (same formula, charge and spin), the calculation gives 14.9 kcal/mol. For the HOMO-LUMO gap (alpha / beta), the calculation gives 6.3 / 6.6 eV.

Element x y z (Å)
1 V -0.386 -1.412 1.281
2 O -1.394 -2.133 3.155
3 C -2.129 -1.042 3.713
4 C -1.572 0.298 3.298
5 C -1.621 1.386 4.153
6 C -1.062 2.589 3.753
7 C -0.489 2.658 2.492
8 C -0.484 1.528 1.697
9 N -1.008 0.353 2.080
10 H -0.497 -2.104 3.537
11 H -2.151 -1.115 4.802
12 H -3.156 -1.140 3.348
13 H -2.064 1.281 5.134
14 H -1.054 3.444 4.414
15 H -0.035 3.571 2.131
16 H -0.037 1.559 0.715
17 N -2.227 -1.962 0.344
18 C -2.116 -3.309 -0.145
19 C -3.157 -4.041 -0.653
20 C -2.938 -5.340 -1.146
21 C -1.682 -5.881 -1.153
22 C -0.590 -5.158 -0.628
23 C 0.738 -5.640 -0.621
24 C 1.717 -4.863 -0.066
25 C 1.382 -3.636 0.523
26 N 0.154 -3.143 0.534
27 C -0.825 -3.876 -0.080
28 H -3.066 -1.868 0.911
29 H -2.340 -1.296 -0.433
30 H -4.156 -3.623 -0.674
31 H -3.774 -5.907 -1.531
32 H -1.511 -6.871 -1.557
33 H 0.964 -6.604 -1.057
34 H 2.750 -5.182 -0.066
35 H 2.155 -3.040 0.990
36 Br 11.158 2.212 -3.640
37 C 9.452 1.816 -2.915
38 C 8.382 1.606 -3.770
39 C 7.146 1.286 -3.239
40 C 6.974 1.183 -1.858
41 C 8.064 1.416 -1.010
42 C 9.301 1.728 -1.537
43 N 5.706 0.810 -1.412
44 N 5.552 0.760 -0.176
45 C 4.361 0.377 0.385
46 C 4.410 0.209 1.771
47 C 3.349 -0.274 2.514
48 C 2.146 -0.597 1.886
49 O 1.119 -1.122 2.472
50 C 2.034 -0.353 0.473
51 N 0.808 -0.648 -0.051
52 C 0.637 -0.494 -1.359
53 C 1.646 -0.014 -2.193
54 C 2.881 0.307 -1.676
55 C 3.119 0.122 -0.298
56 H 8.524 1.682 -4.839
57 H 6.297 1.105 -3.884
58 H 7.916 1.333 0.056
59 H 10.149 1.892 -0.888
60 H 5.347 0.450 2.253
61 H 3.436 -0.430 3.581
62 H -0.343 -0.731 -1.752
63 H 1.445 0.114 -3.247
64 H 3.665 0.690 -2.306
65 O -2.557 0.222 -1.455
66 S -2.583 1.537 -0.744
67 C -3.459 2.665 -1.842
68 C -3.282 4.029 -1.675
69 C -3.916 4.899 -2.550
70 C -4.708 4.396 -3.573
71 C -4.876 3.027 -3.727
72 C -4.243 2.151 -2.859
73 C -3.927 1.364 0.458
74 C -3.992 2.232 1.536
75 C -4.997 2.068 2.477
76 C -5.923 1.044 2.332
77 C -5.854 0.186 1.242
78 C -4.846 0.340 0.302
79 H -2.659 4.405 -0.872
80 H -3.786 5.966 -2.437
81 H -5.191 5.077 -4.261
82 H -5.497 2.636 -4.522
83 H -4.340 1.078 -2.964
84 H -3.261 3.026 1.637
85 H -5.060 2.740 3.322
86 H -6.702 0.915 3.071
87 H -6.585 -0.603 1.126
88 H -4.771 -0.314 -0.558



C4H6O2 | ωB97M-V/def2-TZVPD

The highest occupied orbital energy is -9.9 eV. Its SMILES is CC(=O)CC=O. As for the charge: 0. For the lowest unoccupied orbital energy, the calculation gives 0.7 eV. For the energy relative to the best compared isomer or geometry (same formula, charge and spin), the calculation gives 18.2 kcal/mol. For the HOMO-LUMO gap, the calculation gives 10.6 eV.

Element x y z (Å)
1 C 1.549 0.362 -0.642
2 C 0.340 0.737 0.192
3 O -0.062 1.875 0.309
4 C -0.455 -0.429 0.775
5 C -1.774 -0.548 0.025
6 O -2.151 -1.567 -0.498
7 H 1.204 0.085 -1.644
8 H 2.065 -0.511 -0.227
9 H 2.231 1.203 -0.779
10 H 0.079 -1.376 0.681
11 H -0.667 -0.222 1.834
12 H -2.360 0.392 -0.027



C4H5NO | ωB97M-V/def2-TZVPD

The highest occupied orbital energy is -10.9 eV. Its SMILES is N#CC[C@H]1CO1. As for the charge: 0. For the lowest unoccupied orbital energy, the calculation gives 0.8 eV. For the energy relative to the best compared isomer or geometry (same formula, charge and spin), the calculation gives 49.7 kcal/mol. For the HOMO-LUMO gap, the calculation gives 11.7 eV.

Element x y z (Å)
1 N 3.046 0.404 1.157
2 C 2.079 0.315 0.527
3 C 0.868 0.168 -0.278
4 C -0.445 0.092 0.471
5 C -1.601 -0.133 -0.383
6 O -0.943 -1.243 0.190
7 H 0.711 -0.875 -0.616
8 H 0.893 0.853 -1.136
9 H -0.531 0.396 1.511
10 H -2.597 -0.005 0.015
11 H -1.481 0.028 -1.458



C8H8N2O3S2 | ωB97M-V/def2-TZVPD

The highest occupied orbital energy is -8.7 eV. Its SMILES is Cc1cc(=O)n(S(=O)(=O)c2cccs2)[nH]1. As for the charge: 0. For the lowest unoccupied orbital energy, the calculation gives 0.3 eV. For the energy relative to the best compared isomer or geometry (same formula, charge and spin), the calculation gives 23.6 kcal/mol. For the HOMO-LUMO gap, the calculation gives 9.0 eV.

Element x y z (Å)
1 C -1.127 -3.218 1.456
2 C -0.681 -2.048 0.768
3 C -0.454 -1.748 -0.513
4 C 0.076 -0.350 -0.514
5 O 0.275 0.430 -1.452
6 N 0.399 -0.040 0.790
7 S 0.176 1.571 1.308
8 O 1.340 1.888 2.038
9 O -1.049 1.535 2.001
10 C -0.106 2.757 -0.035
11 C -1.314 3.157 -0.553
12 C -1.148 4.158 -1.626
13 C 0.154 4.403 -1.843
14 S 1.166 3.600 -0.725
15 N -0.166 -1.008 1.524
16 H -0.353 -3.194 2.238
17 H -1.221 -4.177 0.945
18 H -2.122 -3.093 1.726
19 H -0.814 -2.294 -1.315
20 H -2.252 2.654 -0.426
21 H -1.866 4.655 -2.308
22 H 0.397 5.232 -2.502
23 H -0.040 -0.977 2.517



C4H6N2Si | ωB97M-V/def2-TZVPD

The highest occupied orbital energy (alpha / beta) is -6.5 / -9.7 eV. As for the charge: 0. For the lowest unoccupied orbital energy (alpha / beta), the calculation gives 0.9 / -2.8 eV. As for the spin multiplicity: 3. For the HOMO-LUMO gap (alpha / beta), the calculation gives 7.4 / 7.0 eV.

Element x y z (Å)
1 C 0.112 -1.587 -0.220
2 C -1.040 -0.818 0.237
3 C 1.376 -1.224 0.021
4 C 1.147 0.701 1.438
5 N -1.177 0.422 0.316
6 N 1.655 -0.128 0.768
7 Si -0.639 1.810 -0.496
8 H 0.053 -2.507 -0.760
9 H -1.840 -1.507 0.602
10 H 2.326 -1.985 -0.028
11 H -1.888 2.491 -1.059
12 H 0.502 1.653 -1.435
13 H -0.586 2.679 0.617



> Which formula does entry 2 have?

C42H34BrN6O3SV



> What is the charge in the first record?

-1



> The highest charge belongs to which entry?

C42H34BrN6O3SV



> Which formula does entry 4 have?

C4H5NO